# 1
{"formula": "C17H21I2MoO4SeSi", "method": "ωB97M-V with the def2-TZVPD basis set", "charge": 1, "homo_lumo_gap_ha": [0.225, 0.225], "symbols": ["Mo", "C", "C", "C", "C", "C", "H", "H", "H", "H", "H", "I", "C", "I", "H", "H", "O", "C", "O", "C", "C", "C", "C", "O", "C", "O", "C", "C", "H", "H", "H", "H", "H", "C", "Si", "C", "C", "Se", "H", "H", "H", "H", "H", "H", "H", "H", "H"], "positions_angstrom": [[0.844260, -0.226719, 1.252240], [0.808060, -0.705219, 3.490440], [0.467060, -1.896019, 2.802940], [1.582160, -2.279819, 2.021840], [2.629460, -1.349819, 2.269440], [2.156160, -0.374919, 3.178940], [0.212060, -0.250519, 4.271640], [-0.426940, -2.486919, 2.956940], [1.690360, -3.213219, 1.482740], [3.650460, -1.461919, 1.917140], [2.755260, 0.391981, 3.656040], [0.122760, 2.914881, 2.713040], [-0.927840, 3.875781, 1.092440], [-1.330440, 2.638481, -0.614360], [-0.305740, 4.700981, 0.763940], [-1.873440, 4.223281, 1.495140], [-0.406540, -0.910719, -0.392460], [-1.436640, -0.625219, 0.275240], [-1.203140, 0.034281, 1.349640], [-2.770440, -1.092719, -0.061660], [-3.870740, -0.629519, 0.663440], [-5.139040, -1.151819, 0.459840], [-5.261440, -2.160519, -0.473360], [-6.355740, -2.869919, -0.815760], [-5.949740, -3.777719, -1.823360], [-4.567240, -3.603519, -2.056960], [-4.160140, -2.610019, -1.224260], [-2.907940, -2.088719, -1.049160], [-3.714140, 0.146281, 1.398040], [-5.995040, -0.805319, 1.013040], [-6.513640, -3.571419, -2.745060], [-6.143940, -4.808119, -1.491360], [-2.053840, -2.429919, -1.610060], [3.585460, 3.808581, -1.512360], [3.915760, 1.953581, -1.805560], [5.463860, 1.252681, -0.941760], [3.417960, 1.256081, -3.506060], [2.189660, 0.962781, -0.208860], [4.271060, 4.420281, -2.090860], [3.710860, 4.060581, -0.461060], [2.570960, 4.076481, -1.799760], [6.378660, 1.535181, -1.452560], [5.422760, 0.166481, -0.898660], [5.520760, 1.618881, 0.081840], [4.117660, 1.581281, -4.270360], [2.424660, 1.593281, -3.796660], [3.405660, 0.168181, -3.503660]], "atomic_forces_ev_per_a": [[-0.078, -0.817, -1.211], [0.121, 0.411, 0.881], [0.083, 0.002, -0.042], [0.581, -0.181, -0.131], [0.253, -0.429, 0.202], [-0.108, -0.746, 0.376], [-0.004, 0.182, -0.334], [-0.081, 0.336, -0.320], [-0.091, 0.328, -0.215], [-0.346, 0.269, -0.183], [-0.241, 0.152, -0.373], [-0.290, 0.416, -0.289], [0.142, -0.309, 0.006], [-0.064, 0.651, 0.162], [-0.058, -0.091, 0.020], [0.085, -0.089, -0.059], [0.852, -0.700, 0.181], [-0.544, -0.207, 0.226], [-0.199, 0.464, 0.721], [-0.276, 0.075, 0.006], [0.424, 0.002, -0.072], [-0.288, -0.260, -0.182], [0.731, 0.015, -0.170], [-0.021, 0.440, 0.388], [-0.720, -0.841, -0.679], [0.418, 0.082, -0.063], [-0.260, 0.356, 0.435], [-0.195, -0.083, -0.041], [-0.010, 0.014, 0.064], [-0.100, 0.057, 0.095], [0.176, 0.009, 0.214], [0.088, 0.276, -0.006], [0.083, -0.081, -0.062], [0.047, -0.950, -0.085], [-0.313, -0.287, 0.663], [-0.685, 0.276, -0.450], [0.121, 0.217, 0.875], [0.378, 0.814, -0.248], [0.179, 0.052, -0.160], [0.070, -0.091, 0.077], [-0.094, -0.075, -0.089], [0.162, 0.104, -0.156], [-0.071, -0.082, -0.112], [-0.079, 0.133, 0.022], [0.193, 0.127, -0.086], [-0.050, 0.127, 0.091], [0.082, -0.067, 0.116]], "lowdin_charge": [1.13, -0.22, -0.17, -0.16, -0.19, -0.19, 0.12, 0.14, 0.13, 0.12, 0.13, 0.76, -1.08, 0.83, -0.04, -0.04, -0.13, -0.67, -0.26, -0.15, 0.00, 0.04, -0.19, 0.07, -0.13, 0.05, -0.19, 0.09, 0.12, 0.13, 0.15, 0.15, 0.14, -0.21, 0.48, -0.22, -0.20, 0.36, 0.03, 0.03, 0.03, 0.03, 0.03, 0.03, 0.03, 0.04, 0.03]}

# 2
{"formula": "C17H21MgN3Se", "method": "ωB97M-V with the def2-TZVPD basis set", "charge": 2, "homo_lumo_gap_ha": 0.289, "symbols": ["Mg", "C", "C", "C", "C", "C", "C", "C", "C", "C", "C", "C", "C", "H", "H", "H", "H", "H", "H", "H", "H", "H", "H", "H", "H", "H", "H", "H", "H", "H", "H", "Se", "N", "C", "C", "C", "C", "N", "C", "N", "H", "H", "H"], "positions_angstrom": [[0.640245, -0.091613, -0.190457], [1.256329, 2.876091, 1.098725], [0.142458, 2.061262, 0.470401], [0.063762, 1.944149, -0.936978], [1.029803, 2.726610, -1.810490], [-0.932449, 1.136538, -1.533871], [-0.973247, 0.986711, -3.038260], [-1.858114, 0.452034, -0.720822], [-2.972365, -0.338051, -1.359297], [-1.746163, 0.529526, 0.681341], [-2.669864, -0.282343, 1.553660], [-0.785834, 1.378105, 1.280526], [-0.766860, 1.575723, 2.776706], [0.947446, 3.917399, 1.224843], [2.155793, 2.887603, 0.489039], [1.531362, 2.504369, 2.082902], [1.944218, 2.185686, -2.070257], [1.334153, 3.643495, -1.315107], [0.554663, 3.004127, -2.746869], [-1.604991, 1.760082, -3.483659], [-1.382626, 0.026488, -3.341961], [0.010014, 1.084803, -3.489764], [-2.675134, -1.363418, -1.598258], [-3.292001, 0.126432, -2.289166], [-3.838922, -0.395845, -0.707011], [-3.590090, 0.269709, 1.764262], [-2.214339, -0.524901, 2.510503], [-2.960283, -1.214812, 1.074631], [-0.117200, 0.860878, 3.289241], [-1.762242, 1.462466, 3.196841], [-0.416623, 2.572152, 3.032978], [4.368793, -1.088939, -0.700726], [4.332461, -2.773880, -0.190396], [3.080091, -3.077566, 0.123628], [2.565403, -4.341252, 0.560225], [1.239675, -4.413042, 0.842966], [0.397997, -3.266966, 0.712742], [0.816836, -2.085420, 0.324667], [2.166073, -2.004551, 0.026274], [2.624128, -0.826649, -0.381392], [3.222569, -5.196002, 0.659245], [0.791114, -5.337340, 1.178369], [-0.656039, -3.349847, 0.950025]], "atomic_forces_ev_per_a": [[-0.454, -0.162, 0.183], [-0.158, 0.107, 0.052], [0.389, 0.192, 0.093], [0.232, 0.516, -0.406], [-0.168, 0.103, 0.013], [0.280, -0.071, -0.264], [-0.144, 0.049, 0.010], [0.048, -0.150, 0.013], [-0.010, -0.031, 0.002], [-0.037, -0.006, 0.168], [-0.027, 0.009, 0.000], [-0.026, -0.195, 0.073], [-0.012, -0.021, 0.016], [-0.020, -0.021, -0.008], [-0.002, -0.045, -0.050], [-0.041, -0.033, -0.004], [-0.036, -0.099, 0.065], [-0.025, 0.038, -0.026], [-0.010, 0.049, 0.007], [-0.006, 0.002, 0.030], [-0.003, -0.009, 0.035], [0.042, -0.009, 0.029], [0.026, 0.023, 0.018], [-0.005, 0.019, 0.028], [-0.002, 0.031, -0.005], [0.020, 0.006, -0.010], [0.019, 0.004, -0.008], [0.011, 0.010, -0.015], [0.000, -0.009, -0.030], [-0.015, 0.022, -0.016], [-0.020, 0.005, -0.020], [0.191, -0.097, 0.210], [-0.267, 0.346, -0.313], [0.190, -0.298, 0.203], [0.212, 0.075, -0.014], [-0.179, 0.123, 0.006], [-0.107, -0.071, 0.088], [0.657, -0.282, -0.113], [-0.677, 0.260, 0.075], [0.131, -0.393, -0.078], [0.014, 0.034, -0.022], [-0.006, 0.010, -0.014], [-0.002, -0.034, -0.001]], "lowdin_charge": [0.90, -0.01, -0.22, -0.23, 0.00, -0.21, -0.01, -0.18, 0.00, -0.19, -0.01, -0.19, 0.00, 0.12, 0.09, 0.09, 0.10, 0.09, 0.09, 0.12, 0.09, 0.09, 0.11, 0.10, 0.09, 0.12, 0.09, 0.08, 0.11, 0.09, 0.09, 1.32, -0.16, -0.34, 0.07, 0.01, -0.03, 0.05, -0.45, -0.28, 0.15, 0.13, 0.14]}